# 1
Density functional theory data (ωB97M-V/def2-TZVPD) for a structure of composition C15H15F13N4O6S3 at a distorted geometry.

Values from the calculation:
gap between HOMO and LUMO: 3.87 eV

Element x y z (Å)
N: -0.33 -3.88 2.71
C: -0.47 -3.01 1.73
N: -1.48 -2.07 1.70
C: -2.75 -2.68 1.14
C: -3.09 -2.09 -0.22
C: -4.59 -2.16 -0.54
C: -5.36 -1.30 0.43
C: -6.04 -1.86 1.51
C: -6.72 -1.06 2.42
C: -6.71 0.32 2.24
C: -6.06 0.89 1.15
C: -5.38 0.08 0.24
N: 0.43 -3.04 0.69
S: 1.86 -2.11 0.93
O: 2.56 -2.09 -0.29
O: 2.52 -2.68 2.05
C: 1.40 -0.39 1.49
F: 0.71 -0.46 2.63
F: 2.58 0.14 1.78
C: 0.72 0.53 0.45
F: -0.59 0.27 0.37
F: 1.26 0.34 -0.75
C: 0.90 2.06 0.80
F: -0.07 2.69 0.17
F: 0.75 2.30 2.10
F: 2.04 2.48 0.35
H: -0.10 -4.84 2.50
H: -0.47 -3.59 3.66
H: -1.63 -1.67 2.62
H: -3.54 -2.51 1.87
H: -2.65 -3.76 1.06
H: -2.49 -2.53 -1.01
H: -2.82 -1.03 -0.19
H: -4.95 -3.19 -0.52
H: -4.73 -1.75 -1.54
H: -6.01 -2.94 1.60
H: -7.22 -1.52 3.26
H: -7.22 0.94 2.97
H: -6.06 1.96 1.02
H: -4.87 0.50 -0.61
H: -0.04 -2.78 -0.18
C: 4.96 1.47 -1.19
F: 3.96 0.69 -0.74
F: 5.32 2.29 -0.19
F: 6.00 0.68 -1.46
S: 4.42 2.42 -2.68
O: 3.32 3.23 -2.22
O: 4.08 1.40 -3.64
N: 5.78 3.17 -2.91
S: 5.90 4.15 -4.16
O: 5.12 5.35 -4.06
O: 5.94 3.51 -5.44
C: 7.63 4.68 -3.83
F: 8.47 3.64 -3.86
F: 7.75 5.26 -2.63
F: 8.02 5.56 -4.75

# 2
Density functional theory data (ωB97M-V/def2-TZVPD) for a cluster of 2 separate species, C3H4ClF in total at a distorted geometry.

Values from the calculation:
gap between HOMO and LUMO: 10.35 eV
energy relative to the best compared isomer or geometry (same formula, charge and spin): 2.734 eV

Element x y z (Å)
C: -1.96 -1.29 -0.05
C: -0.71 -1.60 0.15
C: 0.58 0.11 0.14
F: -0.13 -2.65 0.66
Cl: -3.06 -2.61 0.05
H: -2.14 -0.34 -0.46
H: 0.84 0.17 -0.97
H: -0.12 0.83 0.61
H: 1.42 -0.14 0.71

# 3
Density functional theory data (ωB97M-V/def2-TZVPD) for an isolated molecule of C4H5NOS at a distorted geometry.

Values from the calculation:
gap between HOMO and LUMO: 8.39 eV
energy relative to the best compared isomer or geometry (same formula, charge and spin): 5.224 eV

Element x y z (Å)
C: 0.07 2.20 0.05
S: -0.05 0.76 -0.72
O: 0.10 0.77 -2.14
C: 1.14 -0.40 0.08
C: 0.54 -1.49 0.52
C: -0.94 -1.48 0.11
N: -1.55 -0.53 -0.44
H: -0.61 2.83 -0.56
H: -0.23 1.91 1.05
H: 2.12 -0.19 0.35
H: 1.06 -2.20 1.08
H: -1.66 -2.17 0.63

# 4
Density functional theory data (ωB97M-V/def2-TZVPD) for an isolated molecule of C8H9NO2S at a distorted geometry.

Values from the calculation:
gap between HOMO and LUMO: 8.07 eV
energy relative to the best compared isomer or geometry (same formula, charge and spin): 4.501 eV

Element x y z (Å)
C: -3.49 -0.10 0.28
S: -1.99 1.01 0.18
O: -2.45 2.36 0.32
O: -1.18 0.51 1.33
C: -0.88 0.84 -1.20
C: 0.14 -0.01 -0.97
C: 0.08 -1.07 -0.06
C: 1.16 -1.52 0.66
C: 2.50 -0.99 0.47
C: 2.70 0.29 0.03
C: 3.95 0.84 -0.28
N: 4.92 1.43 -0.50
H: -3.14 -0.87 0.92
H: -4.22 0.52 0.72
H: -3.75 -0.55 -0.71
H: -0.77 1.75 -1.75
H: 1.06 0.38 -1.38
H: -0.78 -1.59 -0.04
H: 1.03 -2.49 1.16
H: 3.19 -1.74 0.68
H: 1.92 0.99 0.12

# 5
Density functional theory data (ωB97M-V/def2-TZVPD) for an isolated molecule of C22H21N3O4S at a distorted geometry.

Values from the calculation:
gap between HOMO and LUMO: 8.69 eV
energy relative to the best compared isomer or geometry (same formula, charge and spin): 2.218 eV

Element x y z (Å)
C: -2.97 -1.19 2.38
O: -2.61 -0.23 1.41
C: -1.59 -0.53 0.54
C: -0.76 -1.63 0.71
C: 0.29 -1.90 -0.16
C: 1.10 -3.11 0.08
O: 0.63 -4.19 0.37
N: 2.47 -3.01 -0.09
C: 3.25 -1.90 -0.06
N: 2.88 -0.69 0.15
C: 3.92 0.18 0.12
C: 3.84 1.56 0.30
C: 4.99 2.31 0.24
C: 6.24 1.74 0.01
C: 7.46 2.60 -0.04
C: 6.34 0.37 -0.17
C: 5.19 -0.40 -0.12
S: 5.01 -2.12 -0.31
C: 0.49 -1.07 -1.26
C: -0.34 0.00 -1.46
C: -1.39 0.30 -0.58
O: -2.10 1.40 -0.93
C: -3.32 1.74 -0.30
C: -4.39 0.71 -0.44
C: -5.51 0.54 0.42
C: -5.87 1.36 1.61
N: -6.24 -0.47 0.03
O: -5.65 -0.99 -1.08
C: -4.54 -0.29 -1.37
C: -3.75 -0.70 -2.55
H: -3.87 -0.81 2.84
H: -2.19 -1.31 3.14
H: -3.18 -2.16 1.92
H: -0.90 -2.30 1.54
H: 2.96 -3.90 -0.04
H: 2.87 2.01 0.47
H: 4.93 3.38 0.38
H: 7.59 3.13 0.91
H: 7.36 3.35 -0.82
H: 8.35 2.01 -0.23
H: 7.29 -0.10 -0.35
H: 1.28 -1.28 -1.97
H: -0.22 0.65 -2.31
H: -3.62 2.67 -0.81
H: -3.17 1.97 0.76
H: -6.14 2.37 1.29
H: -6.71 0.91 2.12
H: -5.02 1.43 2.28
H: -3.01 -1.46 -2.27
H: -3.22 0.15 -2.97
H: -4.42 -1.13 -3.30

# 6
Density functional theory data (ωB97M-V/def2-TZVPD) for a structure of composition Ag3O40Pb4S10 at a distorted geometry.

Values from the calculation:
gap between HOMO and LUMO (alpha / beta): 5.86 / 2.82 eV
2S+1: 4
total charge: -6

Element x y z (Å)
Ag: -0.37 3.02 -2.00
Ag: -1.45 6.11 -2.34
Ag: -2.76 -4.98 -0.35
Pb: 0.26 -3.58 2.76
Pb: -1.21 -0.23 1.06
Pb: 1.27 2.46 4.21
Pb: 3.26 -3.45 0.68
S: 2.78 -5.40 3.20
O: 2.08 -5.27 1.90
O: 2.71 -6.80 3.64
O: 4.18 -4.89 3.10
O: 1.97 -4.57 4.22
S: 2.36 -0.61 1.45
O: 3.49 -0.83 0.54
O: 2.08 -2.01 1.95
O: 2.55 0.22 2.63
O: 1.12 -0.35 0.73
S: -6.84 0.37 -6.76
O: -7.47 1.51 -7.47
O: -5.40 0.25 -6.85
O: -7.37 0.26 -5.42
O: -7.52 -0.69 -7.72
S: -0.76 4.84 -4.93
O: -2.30 5.15 -4.52
O: -0.14 6.28 -4.58
O: -0.29 3.74 -4.05
O: -0.61 4.60 -6.36
S: 0.69 4.32 6.65
O: 0.05 5.54 7.04
O: -0.16 3.45 5.61
O: 1.88 4.65 5.90
O: 0.79 3.31 7.77
S: -0.83 -0.71 4.74
O: -0.10 -2.05 4.65
O: 0.24 0.31 4.90
O: -1.40 -0.23 3.44
O: -1.83 -0.75 5.82
S: 7.82 2.40 -7.51
O: 8.13 2.02 -6.19
O: 7.37 3.88 -7.54
O: 8.93 2.15 -8.48
O: 6.56 1.91 -8.09
S: -0.60 3.21 1.30
O: 0.74 3.36 1.96
O: -1.62 3.35 2.34
O: -0.53 4.26 0.24
O: -0.78 1.94 0.65
S: -0.07 -3.06 -1.04
O: 0.20 -2.13 -2.12
O: -0.84 -2.68 0.17
O: -0.75 -4.43 -1.43
O: 1.28 -3.43 -0.37
S: -4.22 -5.14 2.27
O: -4.53 -6.04 3.35
O: -3.79 -6.08 1.06
O: -5.31 -4.14 1.73
O: -2.97 -4.35 2.46